ORCA calculation (ωB97M-V/def2-TZVPD) on a 2-piece molecular cluster, C3H7NO overall in a non-equilibrium geometry.

Output
Gap between HOMO and LUMO ... 10.5 eV
LUMO ... 0.9 eV
SMILES ... CC=O.C=N
Energy above the lowest of the compared OMol25 structures with the same formula, charge and spin ... 2.689 eV

Structure (XYZ):
```
12
Properties=species:S:1:pos:R:3:forces:R:3:mulliken_charge:R:1
H -2.55007 -1.12667 0.53359 0.97 -0.80 0.50 0.2507
C -1.76748 -1.23068 -0.24858 -1.54 1.45 -0.79 -0.1467
C 0.81427 1.47076 -0.28984 0.94 -0.35 0.30 0.0411
H -1.99256 -3.04598 -0.83400 -1.38 0.29 -0.19 0.2482
H 0.15659 2.32827 -0.02223 0.01 -0.21 -0.24 0.3554
H 1.55014 -0.22001 0.71633 0.34 0.20 0.04 0.2374
C 1.69028 0.86524 0.78780 -0.25 0.11 0.19 -0.7424
H -1.23209 -0.29266 -0.45843 -0.27 -0.16 -0.03 0.1008
H 1.44872 1.19181 1.79755 -0.08 0.09 0.01 0.3040
O 0.91027 1.02135 -1.40027 -0.62 0.47 -0.31 -0.4509
N -1.76111 -2.10586 -1.15668 2.16 -0.83 0.50 -0.4559
H 2.73302 1.14443 0.57476 -0.29 -0.26 0.01 0.2581
```
Positions in Å, forces in eV/Å.